Formula: CH2IO3P
Source: the Open Molecules 2025 dataset
Level of theory: ωB97M-V with the def2-TZVPD basis set

Element x y z (Å)
C: 1.549 0.258 0.887
O: -1.192 -1.885 -0.634
O: -2.076 -0.121 0.951
O: -1.785 0.479 -1.480
P: -1.540 -0.484 -0.346
I: 3.304 0.914 -0.335
H: 0.837 -0.356 0.046
H: 0.902 1.195 0.911

Forces on the atoms, in the same order (eV/Å):
-2.720 -0.844 -1.287
0.622 -0.816 -0.240
-0.406 0.652 2.454
0.691 -0.493 0.470
-1.196 0.574 -2.769
0.147 0.193 -0.302
2.004 1.189 1.683
0.859 -0.454 -0.010

- Max |F|: 3.126 eV/A
- ΔE to the lowest compared entry with this formula, charge and spin: 21.1 kcal per mole
- Charge: -2
- E_HOMO: 0.350 eV